# C17H38Br3Cl2LiN4O3PS

C17H38Br3Cl2LiN4O3PS as an isolated structure (ωB97M-V/def2-TZVPD, the OMol25 dataset).

Values from the calculation:
Electronic energy: -285838.525 eV
M: 727.12 u
E_HOMO: -8.5 eV

Geometry as ORCA input:
```
! wB97M-V def2-TZVPD RIJCOSX def2/J DEFGRID3
* xyz 1 1
C -0.75528 1.18008 1.12855
C -1.18141 2.17357 0.02200
C -2.70731 2.27711 0.08200
C -0.64047 1.64784 -1.35610
C -1.71321 1.02187 -2.24840
C 0.15006 2.73184 -2.06090
O 0.72538 2.24918 -3.30294
N 1.99355 1.79680 -3.16645
C 3.15483 2.48838 -3.34957
C 4.17849 1.65136 -3.05916
S 5.88777 1.95358 -3.05204
N 3.60394 0.42264 -2.68094
P 4.28637 -1.04271 -2.10293
N 3.36252 -2.25233 -2.42658
C 2.24936 0.50889 -2.84117
H -0.75705 0.16644 0.73214
H 0.21882 1.44150 1.53116
H -1.49759 1.20072 1.92989
H -0.69766 3.13196 0.22485
H -3.12553 1.27897 0.19514
H -3.14252 2.78780 -0.77161
H -2.96324 2.80308 1.00086
H 0.03945 0.82946 -1.10795
H -2.18660 0.24040 -1.65491
H -2.45154 1.73675 -2.59956
H -1.21631 0.50394 -3.06768
H -0.48500 3.56928 -2.34300
H 0.95087 3.04954 -1.39119
H 3.21710 3.51491 -3.65906
H 6.03283 2.38270 -1.78393
H 5.55639 -1.21660 -2.66156
H 4.38642 -0.96706 -0.69405
H 3.03480 -2.70461 -1.58100
H 1.47299 -0.19600 -2.61923
C 4.97249 0.99504 1.88497
C 3.71009 1.21338 1.19090
N 2.71779 1.39121 0.65513
H 5.79917 1.39925 1.30292
H 4.92707 1.49090 2.85491
H 5.13336 -0.07036 2.03765
Br 0.06456 -2.69766 -0.10137
C -1.57136 -3.74748 0.07108
C -2.50405 -3.51139 -1.08449
Br -3.41120 -1.79145 -0.92194
H -2.01143 -3.48545 1.02761
H -1.24723 -4.78539 0.09093
H -3.29112 -4.25978 -1.09591
H -1.99966 -3.51030 -2.04508
C -4.82754 -4.67013 -3.52978
O -3.54750 -5.27987 -3.68144
H -4.78624 -4.04141 -2.64461
H -5.06454 -4.05047 -4.39714
H -5.60175 -5.42920 -3.39320
H -3.57542 -5.83770 -4.46323
Br 2.24341 -0.41185 -5.17323
C 3.60137 -0.19864 5.77580
Cl 3.75244 -1.37321 4.49892
Cl 3.74590 1.48016 5.11552
H 2.62456 -0.28421 6.23697
H 4.39009 -0.34494 6.50401
Li 4.45006 3.59685 6.18326
C -4.34260 -0.23487 4.37031
C -3.75281 1.16323 4.33560
O -4.23439 1.90496 3.22057
H -4.10318 -0.76927 3.45009
H -3.95796 -0.80411 5.21838
H -5.43095 -0.19258 4.44797
H -2.66803 1.11757 4.23770
H -3.99286 1.70307 5.25855
H -5.19177 1.96482 3.29703
*
```